Entry 1:
Formula: C4H4LiO5Pb
Source: the Open Molecules 2025 dataset
Level of theory: ωB97M-V/def2-TZVPD

Geometry as ORCA input:
```
! RIJCOSX wB97M-V def2-TZVPD def2/J DEFGRID3
* xyz 0 2
C 0.48 -0.06 1.69
C 1.30 0.09 -1.46
O -0.08 -1.26 1.54
C -1.35 -1.16 0.88
O 0.88 -0.31 -2.60
H -2.13 0.93 0.41
H -1.41 -1.97 0.15
H -1.41 0.14 -0.86
H -2.14 -1.25 1.63
Pb 1.40 1.54 -3.55
O -0.23 0.88 1.12
O 1.86 1.28 -1.49
C -1.31 0.23 0.22
Li 2.51 0.83 0.28
O 1.64 0.08 2.02
*
```

For the total energy, the calculation gives -731.3640 Eh. Its molar mass is 346.21 g mol⁻¹. The calculation puts the energy above the lowest of the compared OMol25 structures with the same formula, charge and spin at 28.2 kcal/mol. Its expectation value of S² is 0.753.

Entry 2:
Formula: C4H4LiO5Pd
Source: the Open Molecules 2025 dataset
Level of theory: ωB97M-V/def2-TZVPD

Geometry as ORCA input:
```
! RIJCOSX wB97M-V def2-TZVPD def2/J DEFGRID3
* xyz 1 3
O 1.25 0.93 1.12
O -2.49 0.89 -1.65
H -2.05 -1.11 -0.40
C -2.39 1.61 -0.71
H -1.30 -2.03 0.50
Li 2.69 2.36 1.36
C 0.42 -1.39 -0.29
C -1.03 -1.07 0.01
H 0.55 -2.16 -1.05
C 1.82 0.58 0.04
Pd -0.68 0.71 1.20
O 1.28 -0.31 -0.78
O -1.83 1.64 0.36
H 0.88 -1.76 0.64
O 2.88 1.12 -0.35
*
```

For the total energy, the calculation gives -666.0382 Eh. Its molar mass is 245.43 g mol⁻¹. The calculation puts the energy above the lowest of the compared OMol25 structures with the same formula, charge and spin at 0.0 kcal/mol. Its expectation value of S² is 2.025.